1.
136
Properties=species:S:1:pos:R:3:lowdin_charge:R:1 method="wB97M-V/def2-TZVPD" orbital_gap_ev=6.3 e_tot_ev=-138014.2761 homo_ha=-0.1692 total_charge=-1 lumo_energy_ev=1.71
O 5.768 4.891 2.707 -0.16
C 1.755 2.114 1.189 -0.20
H -4.784 -4.012 -0.304 0.05
H 5.200 7.126 5.069 0.11
C -4.475 -3.430 -3.242 -0.18
H 9.078 4.549 0.815 0.11
H -4.438 -3.249 -4.338 0.09
H 3.941 0.730 -0.264 0.11
C 6.699 5.544 4.784 -0.18
C -3.133 1.963 -1.218 -0.16
C 8.288 -1.923 -0.345 -0.17
H -4.306 3.802 -1.080 0.10
C -4.270 -2.734 4.073 -0.55
H -9.375 -3.926 -0.805 0.07
H -5.515 -6.736 -0.132 0.09
H -9.582 -3.265 0.846 0.06
H 0.856 1.504 1.275 0.12
H -5.948 -6.405 -2.554 0.10
H 10.663 5.218 -1.291 0.11
H -1.616 0.587 -1.936 0.10
C -2.522 1.082 -2.355 -0.21
H 8.879 -1.651 0.536 0.11
F -3.658 -1.184 0.632 -0.30
H -5.153 -5.939 1.855 0.03
H -9.052 -6.099 2.104 0.12
H 5.394 6.911 2.665 0.12
H -2.597 -3.183 -2.130 0.10
H -3.962 -2.096 -1.602 0.06
H 10.612 3.690 0.608 0.11
H -3.481 1.370 -0.345 0.11
C -0.042 1.480 -5.163 -0.20
H 2.743 2.180 3.140 0.11
H -0.960 1.884 -5.597 0.12
C -4.250 -4.891 0.118 -0.26
H 3.971 5.891 2.958 0.12
H -4.716 -3.235 4.970 0.00
H 7.470 -0.842 -2.040 0.12
C -3.525 0.039 -2.960 -0.17
H 7.213 -3.399 0.879 0.11
H -2.257 -0.526 5.736 0.05
H -3.878 -6.787 -0.918 0.10
C 2.842 1.700 2.166 -0.17
C -8.055 -4.906 0.600 -0.23
C -2.845 -1.349 -3.304 -0.19
O -5.513 2.152 -1.704 -0.21
S -5.283 -1.464 0.942 0.64
H 7.841 2.755 -0.238 0.12
H 6.292 3.513 4.137 0.12
C -4.766 -6.148 -0.706 -0.20
H 11.187 2.980 -2.053 0.12
H 1.478 3.166 1.325 0.12
H -5.490 -3.126 -2.893 0.10
H -2.860 -1.525 -4.400 0.09
C 9.644 3.902 0.144 -0.17
S -4.312 -0.922 4.419 0.74
H -3.257 -5.197 -2.562 0.10
C -2.611 -0.297 4.707 -0.55
C 5.029 6.021 3.189 -0.20
C -7.426 -3.437 2.918 -0.25
H 9.811 3.359 -3.110 0.12
O -0.052 1.687 -3.746 -0.17
H -10.284 -4.906 0.379 0.07
H -7.314 -6.411 1.993 0.10
H 8.935 4.975 -1.581 0.12
H -7.993 -5.739 -0.147 0.11
H -1.866 -0.603 3.947 0.07
O -7.906 -4.762 3.147 -0.21
H 6.949 5.167 5.776 0.11
H -3.915 0.483 -3.909 0.11
C 7.701 -0.676 -0.982 -0.19
O 6.470 -0.406 -0.299 -0.15
H 5.067 -1.777 0.368 0.12
C 4.103 2.091 1.417 -0.17
C -4.589 -5.001 1.679 -0.22
H -1.775 -1.242 -3.008 0.09
H 1.577 1.712 -6.617 0.11
O -5.858 -0.216 1.527 -0.43
C 8.923 2.604 -0.173 -0.21
H -3.220 -3.088 3.995 0.01
O 9.390 2.177 -1.462 -0.16
H 1.565 1.664 -2.451 0.10
C 10.124 3.247 -2.071 -0.20
H -4.322 -5.485 -3.958 0.09
H -7.200 -4.240 0.380 0.07
C 3.725 1.774 -0.018 -0.20
C -9.433 -4.202 0.277 -0.10
C 5.295 6.111 4.681 -0.18
H 2.600 1.028 -4.511 0.11
C 2.160 2.030 -4.521 -0.18
H 7.656 4.269 3.289 0.11
H -3.165 -4.723 -0.054 0.10
H -2.157 1.678 3.735 0.06
H -3.593 -5.145 2.173 0.04
C -8.064 -5.576 2.005 -0.26
Ga -5.423 -3.299 2.432 0.45
H 8.358 0.186 -0.903 0.08
C 1.207 2.162 -5.695 -0.18
C -4.297 2.895 -1.725 -0.23
C -5.380 -5.588 -2.045 -0.22
H -4.097 3.256 -2.766 0.12
H 6.282 -1.268 1.558 0.12
H -0.016 0.400 -5.347 0.12
C -4.266 -4.969 -2.968 -0.20
H 2.972 2.758 -4.528 0.11
C -2.708 1.287 4.619 -0.19
H 4.284 3.164 1.529 0.10
C 1.224 2.198 -3.337 -0.19
H -2.191 1.758 -3.163 0.08
H 7.431 6.311 4.515 0.11
H -6.160 3.435 -0.132 0.08
H 1.002 3.219 -5.890 0.11
H -4.401 -0.113 -2.289 0.10
H -2.325 2.655 -0.865 0.10
H 1.097 3.255 -3.079 0.12
H 4.240 2.414 -0.738 0.12
H -2.352 1.769 5.554 0.06
H 8.929 -2.485 -1.025 0.11
C 6.673 4.454 3.727 -0.21
H -7.497 -2.918 3.909 0.07
H -7.108 1.962 -0.448 0.09
C 7.040 -2.673 0.084 -0.18
O 2.308 1.971 -0.126 -0.15
H 9.120 1.823 0.564 0.12
H 4.996 1.560 1.748 0.11
C 6.123 -1.538 0.508 -0.21
H -3.775 1.590 4.488 0.04
H -8.082 -2.812 2.257 0.06
C -3.435 -2.539 -2.468 -0.20
C 9.854 4.489 -1.240 -0.17
H 2.819 0.617 2.315 0.11
H 4.595 5.471 5.225 0.12
H 6.611 -3.200 -0.773 0.12
O -6.047 -1.736 -0.324 -0.42
H -6.125 -4.802 -1.793 0.09
H -7.220 3.381 -1.595 0.08
C -6.538 2.778 -0.948 -0.12

=====

2.
24
Properties=species:S:1:pos:R:3:nbo_charge:R:1 method="wB97M-V/def2-TZVPD" orbital_gap_ev=9.6 e_tot_ev=-30269.4367 homo_ha=-0.3234 e_above_lowest_kj_mol=40.26 lumo_energy_ev=0.80
H -0.286 1.715 -2.790 0.21
H 0.456 3.601 -0.619 0.12
O 0.291 0.752 1.463 -0.90
C 1.903 -2.506 -0.268 -0.24
H 1.989 -2.106 -1.316 0.16
S -0.781 2.994 -0.787 -0.03
H 2.883 -3.057 -0.010 0.19
H -3.199 -0.851 0.262 0.19
Si 0.289 -0.393 0.312 2.32
H -1.151 0.958 -1.579 0.21
C -2.366 -0.445 -0.324 -0.25
C -0.267 1.584 -1.741 -0.53
H 0.843 0.872 3.393 0.19
H 1.736 1.273 -0.844 0.24
H 1.126 -0.026 -1.831 0.22
H -2.354 0.638 -0.050 0.18
C 0.003 0.447 2.818 -0.25
H -2.468 -0.539 -1.414 0.18
H -0.027 -0.604 3.058 0.17
H -0.989 0.911 3.050 0.18
O 1.530 -1.453 0.542 -0.90
C 0.851 0.685 -1.127 -0.92
O -1.166 -1.116 0.054 -0.92
H 1.155 -3.333 -0.252 0.17

=====

3.
12
Properties=species:S:1:pos:R:3:nbo_charge:R:1 method="wB97M-V/def2-TZVPD" orbital_gap_ev=9.7 e_tot_ev=-10819.0720 homo_ha=-0.3285 e_above_lowest_kj_mol=638.32 lumo_energy_ev=0.73
C -1.016 -1.375 0.242 -0.08
O 0.835 2.777 -0.521 -0.40
H 1.081 -1.263 -0.204 0.22
H -1.500 -1.402 1.139 0.18
H 0.704 -0.912 1.517 0.23
H -0.962 -2.315 -0.311 0.20
C 0.432 -0.911 0.465 -0.47
N -0.849 0.800 -0.501 -0.17
O 1.254 1.485 0.031 -0.25
C 0.274 0.570 0.068 0.45
O -1.586 -0.378 -0.609 -0.37
H 1.334 2.924 -1.315 0.47

=====

4.
10
Properties=species:S:1:pos:R:3:nbo_charge:R:1 method="wB97M-V/def2-TZVPD" orbital_gap_ev=11.3 e_tot_ev=-5253.8024 homo_ha=-0.3722 e_above_lowest_kj_mol=182.54 lumo_energy_ev=1.20
O -0.193 -0.343 -1.078 -0.50
H -1.225 -0.794 0.678 0.18
C -0.309 -0.181 0.366 0.04
C -0.625 0.859 -0.641 -0.10
C 1.024 -0.365 1.149 -0.64
H 0.846 0.341 2.013 0.22
H 1.170 -1.350 1.494 0.22
H 0.054 1.694 -0.641 0.18
H -1.763 1.090 -0.662 0.17
H 1.926 -0.115 0.493 0.23

=====

5.
97
Properties=species:S:1:pos:R:3:lowdin_charge:R:1 method="wB97M-V/def2-TZVPD" orbital_gap_ev="7.2 / 7.2" e_tot_ev=-480013.3734 homo_ha="-0.2647 / -0.2645" e_above_lowest_kj_mol=158.84 multiplicity=2 lumo_energy_ev="-0.03 / 0.05"
C 0.763 1.788 4.609 -0.19
H 2.013 3.547 4.734 0.08
N -0.059 -2.802 0.832 -0.02
H 2.730 3.408 2.370 0.11
H -6.463 -5.288 -1.616 0.10
H -5.506 -6.244 0.460 0.10
C -0.836 0.626 -2.779 -0.29
H 1.439 -2.456 -1.925 -0.01
H 2.130 0.488 -3.244 0.04
C -5.654 -4.780 -1.105 -0.09
C -2.598 1.562 -1.146 -0.31
C 0.574 -1.923 -2.324 -0.28
O -3.698 -1.743 -1.461 0.02
C -0.483 0.687 6.367 -0.17
C 3.364 -2.644 -0.007 -0.11
C 7.136 -0.734 0.559 -0.09
C 1.898 3.561 -3.267 -0.35
H 1.145 1.353 -0.110 -0.07
H 0.382 4.200 -5.820 0.02
H 2.573 2.379 0.206 0.09
C -1.510 3.232 1.207 -0.27
C 2.039 2.686 2.783 -0.01
H -2.167 2.131 -4.475 0.05
C 2.358 -2.717 0.864 -0.62
H 6.559 0.485 -1.114 0.10
As -1.860 1.370 0.669 1.18
H -3.682 -5.058 1.624 0.12
H 5.266 -3.229 1.877 0.10
Br 0.892 3.017 7.213 0.75
C 5.073 -0.980 -0.644 -0.05
H 4.410 -0.677 -1.446 0.08
C 0.334 1.705 5.950 -0.63
C -2.660 2.172 -3.507 -0.07
H -0.773 0.612 7.406 0.10
O -2.325 -1.419 0.655 -0.31
Br 2.547 -2.062 2.649 0.85
C 2.012 1.506 0.537 -0.09
C -0.949 -0.261 5.458 -0.61
C 2.128 0.479 -2.154 -0.29
As 0.405 -0.179 -1.434 1.20
H 0.036 2.702 -1.390 0.03
H 1.104 -4.321 0.068 0.13
H 2.252 3.575 -2.236 0.01
H -3.478 1.449 -3.521 0.09
C -3.572 1.184 1.580 -0.26
H -4.264 1.964 1.261 0.03
C 0.292 0.809 3.702 -0.15
H 2.362 1.476 -1.785 -0.01
H 0.717 -1.777 -3.395 0.03
C 6.284 -0.332 -0.459 -0.08
C -5.168 -3.589 -1.613 -0.02
C -1.685 1.839 -2.364 -0.65
H -2.570 -2.925 2.021 0.15
C 1.071 -3.346 0.557 -0.22
H -1.445 3.260 2.296 0.03
C -0.785 3.044 -2.032 -0.38
H -1.381 3.730 -1.427 0.04
H 2.575 4.169 -3.867 0.02
N 0.689 0.772 2.404 0.06
H -3.168 0.642 -1.300 0.07
C 5.547 -2.416 1.221 -0.07
H -0.219 0.903 -3.639 0.07
H -1.175 -4.402 0.297 0.15
H -1.320 3.917 -5.465 0.01
O -1.056 -1.069 3.233 -0.15
H -3.104 -1.386 -0.732 0.04
H -3.978 0.204 1.343 0.02
H -5.576 -3.147 -2.513 0.11
C 1.553 1.656 1.955 -0.32
H -0.315 -2.526 -2.163 0.02
C -4.138 -2.916 -0.958 -0.27
C -3.587 -3.453 0.213 -0.10
C -0.619 -0.235 4.098 -0.43
C -4.095 -4.647 0.708 -0.05
H -1.500 -0.184 -3.090 0.08
H -0.570 3.600 0.800 0.01
C 1.646 2.760 4.090 -0.01
N -1.186 -3.418 0.528 0.04
H 2.904 -0.206 -1.813 -0.01
C 4.683 -2.016 0.206 -0.25
H -0.141 2.593 -5.298 0.01
H -3.082 3.170 -3.370 0.09
H -3.427 1.245 2.659 0.04
As 0.075 4.305 -3.341 1.14
C -5.120 -5.316 0.058 -0.10
Br -2.084 -1.654 6.048 0.76
Co -0.564 -0.675 1.323 0.38
C 6.769 -1.783 1.389 -0.07
H 2.653 0.626 0.455 0.08
H 1.918 2.538 -3.640 -0.01
H -2.326 3.876 0.881 0.03
C -2.447 -2.756 0.938 -0.38
H 3.166 -3.018 -1.008 0.11
H 7.440 -2.108 2.174 0.11
C -0.305 3.662 -5.166 -0.36
H 8.086 -0.234 0.698 0.10
H -3.314 2.385 -1.070 0.09

=====

6.
8
Properties=species:S:1:pos:R:3:nbo_charge:R:1 method="wB97M-V/def2-TZVPD" orbital_gap_ev=10.4 e_tot_ev=-6911.2571 homo_ha=-0.3451 e_above_lowest_kj_mol=6.80 lumo_energy_ev=1.03
C -0.819 -0.480 -0.778 -0.05
F 1.058 1.185 0.692 -0.32
H -0.018 -1.849 0.684 0.23
C 0.820 -0.073 1.043 0.29
H 1.394 -0.385 1.920 0.18
C 0.055 -0.869 0.316 -0.37
C -1.517 -0.026 -1.642 -0.20
H -2.141 0.260 -2.468 0.24

=====

7.
115
Properties=species:S:1:pos:R:3:lowdin_charge:R:1 method="wB97M-V/def2-TZVPD" orbital_gap_ev=9.0 e_tot_ev=-61571.6092 homo_ha=-0.3112 lumo_energy_ev=0.53
O 0.527 2.573 6.330 0.01
H 8.645 0.794 0.815 0.09
C 0.260 2.835 1.322 -0.22
C -1.824 -4.028 -6.686 -0.03
C -4.007 -3.342 -3.343 -0.04
C 1.290 1.623 3.387 -0.21
H -4.422 -2.837 -4.209 0.06
O -3.727 -1.094 2.249 0.01
H -6.192 -3.309 4.140 0.08
H -0.589 2.614 3.271 0.11
H -1.653 1.509 -1.146 0.08
H 1.512 -0.433 -4.890 0.11
H 3.481 3.064 -0.001 0.06
H -3.224 4.912 -2.669 0.08
C 1.498 2.425 0.499 -0.28
H 2.927 0.697 9.244 0.09
H -5.559 -1.163 -1.213 0.08
H -2.539 0.919 -2.560 0.09
H -0.644 -2.567 0.868 0.11
H -0.077 0.028 7.163 0.10
H 7.015 0.470 0.177 0.09
H 0.888 -2.346 2.991 0.11
H -6.620 -1.071 5.316 0.09
C -6.686 -0.816 4.256 -0.06
H 1.589 1.909 4.414 0.08
C 7.790 1.227 0.302 -0.04
H 1.359 3.348 8.011 0.13
H 2.757 4.045 1.350 0.07
H 2.253 4.229 -0.389 0.07
C 7.266 2.308 -1.788 -0.36
C 2.142 -0.456 -4.003 -0.04
H -4.423 -2.596 -0.081 0.12
N 2.154 -1.537 -0.490 0.19
N -4.448 -2.691 -2.121 -0.19
H -4.576 3.788 -1.372 0.13
H -0.896 -0.744 2.304 0.10
H 2.175 2.239 9.699 0.08
H -6.676 0.267 4.151 0.08
H -4.891 0.429 2.911 0.14
H -2.918 -3.315 -3.394 0.08
H 9.856 0.541 -1.429 0.09
N -2.854 2.933 -2.092 -0.19
H -0.347 0.446 4.213 0.11
H 0.061 3.889 1.064 0.10
H 1.145 2.269 -0.535 0.10
H 1.924 1.460 0.791 0.08
O 6.094 2.444 -1.493 0.01
C 3.790 -0.427 -1.812 -0.03
C 0.940 -2.015 -0.462 -0.24
H -2.765 -4.565 -6.555 0.09
N 1.344 1.296 8.024 -0.20
C -1.265 -2.819 -8.806 -0.06
H 1.510 0.011 6.385 0.08
H 9.724 2.019 -2.403 0.08
H -1.119 1.976 -2.777 0.09
C 0.158 -0.429 2.224 -0.18
C 3.385 0.064 -4.106 -0.08
H -0.907 -2.465 -1.502 0.11
C 4.243 0.097 -2.973 -0.08
H 7.380 2.043 0.898 0.09
N -2.028 -2.897 -7.577 -0.20
C -1.986 1.766 -2.154 -0.03
H -0.198 -2.793 -8.574 0.09
C 0.946 -1.750 2.071 -0.21
N 8.195 1.731 -1.000 -0.20
H 0.759 3.735 3.276 0.10
O -3.589 -1.973 -6.210 0.00
H -1.076 -4.698 -7.101 0.09
H -6.247 -1.815 -2.716 0.09
N -5.570 -1.403 3.543 -0.20
H 1.288 -0.794 7.957 0.09
H 1.329 0.714 10.028 0.09
H 10.223 2.124 -0.704 0.09
H 1.238 -0.374 4.078 0.09
H -1.476 -3.693 -9.425 0.09
H -7.625 -1.203 3.852 0.09
H 0.250 0.199 1.335 0.09
C 0.520 0.285 3.563 -0.19
O -3.296 -4.134 -0.787 -0.01
H 7.671 2.656 -2.754 0.13
C -2.924 -1.954 -7.228 -0.35
H -2.398 3.909 -3.879 0.09
H 3.738 0.459 -5.055 0.10
N 0.395 -1.550 -2.807 0.14
H -1.528 -1.920 -9.361 0.08
C 2.505 -1.004 -1.691 -0.22
H -1.513 4.492 -2.449 0.09
H -3.006 -1.137 -7.965 0.13
C 9.579 1.597 -1.410 -0.06
C 0.081 -2.012 -1.615 -0.05
H 1.999 -1.460 1.952 0.10
H -4.820 -0.750 -2.771 0.08
H 0.841 -3.620 0.972 0.12
C -4.033 -3.172 -0.937 -0.36
C -3.983 2.857 -1.362 -0.36
H -4.328 -4.385 -3.336 0.09
H -1.494 -3.670 -5.710 0.09
C 0.419 2.780 2.862 -0.19
C 1.981 1.236 9.324 -0.06
C -4.678 -0.653 2.863 -0.35
H 4.428 -0.406 -0.932 0.11
C 0.451 -2.601 0.867 -0.12
C 1.653 -1.017 -2.796 -0.24
C 2.575 3.537 0.400 -0.09
O -4.338 1.867 -0.752 0.01
H 2.225 1.467 2.837 0.10
C 1.059 2.467 7.418 -0.34
C 0.998 0.058 7.346 -0.03
C -5.401 -2.847 3.556 -0.04
H 5.241 0.519 -2.986 0.09
H -5.429 -3.229 2.534 0.09
H -0.626 2.286 0.977 0.09
H -4.431 -3.098 3.988 0.09
C -5.321 -1.538 -2.206 -0.05
C -2.478 4.132 -2.813 -0.06

=====

8.
5
Properties=species:S:1:pos:R:3:nbo_charge:R:1 method="wB97M-V/def2-TZVPD" orbital_gap_ev="5.2 / 5.4" e_tot_ev=-19592.1157 homo_ha="-0.0879 / -0.0913" total_charge=-1 e_above_lowest_kj_mol=280.22 lumo_energy_ev="2.83 / 2.94"
N -2.374 -1.066 -1.025 -0.31
N 0.636 -0.201 0.055 0.20
O 0.918 0.394 1.090 -0.57
Cl -2.146 0.136 0.044 0.27
O 1.424 -0.512 -0.871 -0.59